{
  "formula": "C32H63ClNO9P2S",
  "method": "the ωB97M-V functional and the def2-TZVPD basis",
  "elements": ["C", "C", "C", "C", "C", "C", "C", "C", "C", "C", "N", "P", "O", "Cl", "C", "C", "C", "C", "C", "C", "C", "O", "C", "C", "O", "C", "C", "C", "C", "S", "C", "C", "O", "C", "O", "H", "H", "H", "H", "H", "H", "H", "H", "H", "H", "H", "H", "H", "H", "H", "H", "H", "H", "H", "H", "H", "H", "H", "H", "H", "H", "H", "H", "H", "H", "H", "H", "H", "H", "H", "H", "H", "H", "H", "H", "H", "H", "H", "H", "H", "H", "H", "H", "O", "P", "O", "C", "C", "O", "C", "C", "O", "C", "C", "H", "H", "H", "H", "H", "H", "H", "H", "H", "H", "H", "H", "H", "H", "H"],
  "coordinates": [[-1.0934, 0.3575, -4.1172], [-0.1282, 1.3252, -4.4131], [1.3714, 1.2807, -3.9969], [1.5975, 0.8314, -2.5438], [2.3209, 1.8449, -1.5592], [3.3848, 2.8333, -2.1055], [2.8808, 4.2908, -1.8256], [3.7417, 5.3697, -2.5377], [5.2587, 5.2952, -2.1979], [5.9096, 6.7177, -2.2153], [2.5362, 1.0798, -0.2698], [3.9767, 1.3710, 0.8039], [4.1098, 3.0146, 0.9401], [5.7170, 0.7680, -0.1844], [2.1386, -0.3631, -0.5804], [2.5634, -1.4563, 0.4150], [1.9570, -1.2079, 1.8325], [0.3968, -1.4170, 1.8245], [-0.2617, -0.0215, 2.0473], [-1.8113, -0.0291, 1.8912], [-2.3226, 1.1896, 1.0625], [-2.8794, 0.6725, -0.1618], [-3.1185, 1.6359, -1.0867], [-4.3556, 1.4664, -1.9924], [-2.4166, 2.5781, -1.2678], [2.1348, -0.6247, -2.1625], [1.0037, -1.6799, -2.3038], [1.0137, -2.5590, -3.5962], [1.4796, -1.8938, -4.8981], [1.7379, -3.2794, -6.1091], [3.5981, -1.0385, -2.5141], [4.4164, -0.0527, -3.3868], [5.5184, -0.8040, -3.9853], [6.5386, -0.9992, -3.0905], [7.6095, -0.5385, -3.2317], [-1.8138, 0.4635, -3.2884], [-1.1675, -0.5941, -4.6764], [-0.4396, 2.1912, -5.0281], [1.9384, 0.7412, -4.7751], [1.6981, 2.3366, -4.0783], [0.5711, 0.8649, -2.1230], [1.4721, 2.5119, -1.3106], [4.3967, 2.7255, -1.6837], [3.5071, 2.7922, -3.2034], [1.8558, 4.3756, -2.2387], [2.7963, 4.4951, -0.7427], [3.3562, 6.3493, -2.1932], [3.5098, 5.3237, -3.6161], [5.3880, 4.8779, -1.1806], [5.7508, 4.6932, -2.9770], [5.2010, 7.5391, -2.4038], [6.6567, 6.7555, -3.0294], [6.4565, 6.9403, -1.2845], [1.7599, 1.4080, 0.3200], [4.9956, 3.2427, 0.5938], [1.0401, -0.2983, -0.4047], [3.6667, -1.4196, 0.5494], [2.3107, -2.4841, 0.1244], [2.3773, -1.9582, 2.5208], [2.1606, -0.1956, 2.2159], [0.1285, -2.0451, 2.6871], [0.0392, -1.8619, 0.8801], [0.1405, 0.7405, 1.3384], [0.0057, 0.3355, 3.0576], [-2.2133, -0.9413, 1.4237], [-2.2493, 0.0722, 2.8994], [-3.1090, 1.7348, 1.6164], [-1.5078, 1.9174, 0.9000], [-4.0962, 0.6696, -2.7171], [-4.4825, 2.3931, -2.5685], [-5.2565, 1.2099, -1.4184], [0.0196, -1.1718, -2.2715], [0.9605, -2.3986, -1.4632], [-0.0377, -2.8683, -3.7619], [1.5518, -3.5098, -3.4164], [2.4374, -1.3550, -4.8498], [0.7463, -1.2243, -5.3689], [2.1138, -2.6957, -7.2801], [4.2236, -1.2909, -1.6428], [3.5352, -1.9763, -3.1010], [4.9078, 0.7576, -2.8202], [3.8791, 0.3795, -4.2387], [6.3553, -1.6657, -2.2150], [-4.6779, -1.9627, 3.5032], [-4.9729, -2.7804, 4.7315], [-5.5230, -4.1767, 4.0774], [-4.5955, -5.0412, 3.4241], [-3.8172, -5.8766, 4.4243], [-6.4279, -2.1063, 5.1235], [-6.6927, -0.7314, 4.8372], [-7.6143, -0.6187, 3.6410], [-4.9149, -3.4697, 6.2415], [-4.7578, -2.5971, 7.3794], [-6.0473, -2.5571, 8.1724], [-3.9187, -4.4599, 2.7890], [-5.1780, -5.6953, 2.7743], [-3.1638, -5.2472, 5.0341], [-3.1994, -6.6166, 3.9125], [-4.4952, -6.3901, 5.1062], [-5.7681, -0.1741, 4.6806], [-7.1809, -0.3046, 5.7175], [-7.1888, -1.1100, 2.7651], [-7.8052, 0.4281, 3.3954], [-8.5669, -1.1082, 3.8488], [-4.4538, -1.5936, 7.0690], [-3.9594, -3.0116, 7.9973], [-6.8090, -1.9714, 7.6598], [-5.8805, -2.1070, 9.1523], [-6.4522, -3.5612, 8.3037]],
  "charge": 1,
  "total_energy_ha": -3529.694329,
  "largest_force_ev_per_a": 8.0,
  "orbital_gap_ev": 7.072,
  "lumo_energy_ev": -3.10
}